C2H5O2 | the ωB97M-V functional and the def2-TZVPD basis

## Properties
net charge: -1
HOMO-LUMO gap: 5.74 eV
HOMO energy: -0.08028 Eh
2S+1: 1
LUMO: 0.131 Eh
relative energy (zero: lowest compared OMol25 entry of this formula, charge and spin): 2.9321 eV

Bonds (Å) are listed after each position.
Cartesian coordinates (Å):
1 O -2.19 -1.26 -0.56  H2 0.983
2 H -2.24 -2.23 -0.68  O1 0.983
3 C 0.06 0.82 -0.44  C4 1.344, H6 1.123, H7 1.096
4 C 0.59 0.05 0.53  C3 1.344, O5 1.297, H8 1.081
5 O 1.80 0.20 0.95  C4 1.297, H9 0.976
6 H -0.98 0.50 -0.71  C3 1.123
7 H 0.63 1.67 -0.83  C3 1.096
8 H 0.03 -0.78 0.95  C4 1.081
9 H 2.30 1.03 0.79  O5 0.976